Record 1
12
Properties=species:S:1:pos:R:3:forces:R:3:nbo_charge:R:1 method="wB97M-V/def2-TZVPD" mol_weight_g_mol=62.09 total_charge=+1 e_above_lowest_ev=5.8036 e_tot_ev=-5729.0805
C 0.3995 -0.2317 0.5610 -1.329 0.925 3.485 0.23
C -0.9868 1.5147 0.2209 0.252 0.584 0.066 0.32
N -0.7810 0.2270 0.1770 0.158 -1.194 -0.889 -0.48
H -0.7404 -9.8940 6.5726 0.009 0.132 -0.061 0.01
H 0.5256 -1.2854 0.8204 0.224 -0.197 -1.307 0.25
H 1.0326 0.4514 1.1487 0.537 -0.036 -0.678 0.20
H -0.2144 2.2472 0.4914 0.069 -0.106 -0.354 0.20
H -0.6944 -9.2178 6.2627 -0.009 -0.132 0.061 -0.01
H -1.9913 1.8733 0.0058 -0.028 -0.031 0.190 0.24
H 0.8579 0.2708 -1.3138 0.050 -0.239 -0.186 0.42
H 0.7945 0.2089 -2.8091 -0.097 -0.315 -0.704 0.49
O 1.1277 0.7443 -2.0946 0.163 0.608 0.376 -0.87


Record 2
95
Properties=species:S:1:pos:R:3:forces:R:3:mulliken_spin:R:1 method="wB97M-V/def2-TZVPD" mol_weight_g_mol=804.90 total_charge=+2 s2=3.7758 e_above_lowest_ev=3.7743 multiplicity=4 e_tot_ev=-76641.3827
Tc 12.7826 11.1302 9.0157 0.113 -0.103 -0.548 1.98
C 11.9648 9.7888 6.3334 -1.507 0.774 0.737 0.01
C 11.5585 8.5688 7.1414 2.060 -1.447 -1.090 0.02
C 11.1491 8.4816 8.5496 -1.286 0.280 0.675 -0.01
C 10.3593 7.3366 8.8832 1.033 0.308 -2.120 0.00
C 10.1177 7.0539 10.1709 0.525 1.131 0.984 0.00
C 10.5240 7.9826 11.1258 1.140 0.829 0.279 0.00
C 11.1154 9.1735 10.7518 -0.250 -0.335 -1.038 0.01
N 11.4638 9.4304 9.4316 0.105 -0.585 1.411 -0.05
N 13.0144 10.7107 6.8939 -0.054 -2.206 -0.719 -0.04
C 14.2919 9.9831 6.7308 0.901 -2.002 0.439 -0.02
C 14.7208 9.1262 7.9358 -0.856 0.404 -0.212 0.01
C 15.3272 7.8899 7.8080 -0.143 0.562 2.470 0.00
C 15.6320 7.1860 8.9955 -1.072 -0.601 -0.128 0.00
C 15.2936 7.7200 10.2398 0.745 0.931 -0.614 0.00
C 14.7389 9.0024 10.2399 -0.230 -0.409 0.996 0.00
N 14.3836 9.6380 9.1350 0.551 0.204 -0.772 -0.04
C 13.0279 11.9433 6.1241 -0.584 1.780 1.092 0.00
C 13.8795 12.9619 6.8324 -0.073 -0.436 0.584 0.00
C 14.4528 14.0252 6.2031 1.305 0.018 -1.220 0.00
C 15.3770 14.7617 6.9081 2.110 2.846 -0.987 0.00
C 15.6755 14.5214 8.2270 -0.272 0.243 -0.324 0.00
C 14.9114 13.5717 8.8233 -0.625 -1.085 -0.324 0.02
N 14.0415 12.7982 8.1575 -0.498 -0.657 0.108 -0.02
H 11.0730 10.3863 6.1626 -0.011 0.272 0.226 -0.01
H 12.1919 9.3719 5.3578 0.724 0.328 -0.268 0.00
H 12.4081 7.8093 7.0421 -0.900 0.725 0.094 0.00
H 10.7646 8.1246 6.5539 -0.207 -0.127 -0.193 0.00
H 10.0890 6.6322 8.0630 0.168 0.713 0.777 0.00
H 9.6473 6.1781 10.4699 -0.817 -1.500 0.419 0.00
H 10.5695 7.7827 12.1843 -0.751 -0.146 0.169 0.00
H 11.2639 9.9507 11.5019 0.263 -0.195 -0.712 -0.01
H 15.1303 10.5883 6.4880 0.539 1.295 0.063 -0.01
H 14.2815 9.2950 5.8773 -0.466 0.155 -0.069 0.00
H 15.4843 7.4878 6.8634 0.437 -0.748 -1.488 0.00
H 15.9177 6.1281 8.9705 0.379 0.570 -0.249 0.00
H 15.5639 7.2324 11.1743 -0.258 0.015 -0.252 0.00
H 14.5056 9.5489 11.1644 -0.017 -0.706 -0.369 0.02
H 12.0422 12.4095 6.2474 -0.244 -0.462 -0.456 0.00
H 13.2800 11.8556 5.0793 0.161 -0.327 -0.356 0.00
H 14.4535 14.1014 5.1164 -0.484 0.210 0.252 0.00
H 16.0353 15.6119 6.4599 -1.584 -1.738 0.222 0.00
H 16.4921 15.0468 8.6911 -0.084 0.045 0.372 0.00
H 15.0592 13.2343 9.8163 -0.049 0.313 0.515 0.10
C 17.3727 11.7110 9.5758 -1.939 0.824 0.199 0.08
H 18.0306 10.9202 9.3807 0.865 -1.439 -0.087 0.00
H 16.5352 11.6582 8.8372 0.667 -0.022 0.589 0.00
H 17.9568 12.5948 9.3851 -0.033 0.668 0.141 0.00
O 13.0367 11.4737 10.9518 2.728 1.367 1.240 0.06
P 14.2251 12.0805 11.9083 -7.850 -1.860 2.426 0.10
C 14.2068 10.7653 13.2684 1.064 2.255 -1.861 0.04
C 15.2400 10.8521 14.1472 0.321 -0.153 0.004 0.00
C 15.1746 10.1339 15.3245 2.869 0.785 0.294 0.00
C 14.1282 9.3092 15.6096 -0.665 -0.700 1.198 0.00
C 13.0671 9.2681 14.7286 -0.390 0.270 -0.642 0.00
C 13.0993 10.0633 13.5880 -0.598 -1.439 0.554 0.00
C 15.7203 12.6196 11.4711 4.600 -0.871 -1.265 0.45
C 16.2841 13.9333 11.7535 -2.843 -0.187 -1.904 -0.06
C 17.4214 14.0635 12.3574 2.942 0.499 -0.761 0.14
C 18.2305 12.9042 12.6179 0.450 0.118 1.877 -0.02
C 17.9844 11.7453 12.0474 -1.316 0.747 -1.183 0.09
C 16.8278 11.6090 11.0484 0.506 -0.346 0.623 -0.05
C 13.3812 13.4102 12.8965 0.475 -1.167 -1.206 0.02
C 12.0336 13.6860 12.7070 -0.117 0.439 0.194 -0.02
C 11.4111 14.5486 13.6583 -0.364 -0.349 -1.672 0.00
C 12.1572 15.0871 14.6899 -0.569 1.001 0.397 0.00
C 13.5011 14.8053 14.7785 1.191 0.870 1.925 -0.01
C 14.1218 13.9342 13.9482 0.404 -0.626 -1.051 0.01
H 16.0347 11.5042 13.8289 0.694 -0.088 0.667 0.00
H 16.0957 10.2170 15.9376 -1.013 -0.278 0.062 0.00
H 14.1141 8.7576 16.5612 -0.002 0.146 -0.634 0.00
H 12.1817 8.6550 14.8340 0.127 -0.063 0.519 0.00
H 12.2649 10.0273 12.9586 -0.921 0.121 -0.757 0.01
H 15.8963 14.7985 11.2475 -0.959 0.384 0.445 0.02
H 17.8883 15.0407 12.2797 0.017 0.011 0.760 -0.01
H 18.9662 12.9883 13.3911 0.621 -0.025 0.115 0.00
H 18.5167 10.8665 12.2611 0.915 -0.933 0.134 0.00
H 16.5791 10.5459 11.1919 -0.807 0.452 -0.171 0.00
H 11.5413 13.2652 11.7976 0.123 0.516 1.022 0.01
H 10.3850 14.8670 13.4226 0.435 -0.247 0.572 0.00
H 11.7870 15.8270 15.4359 -0.179 -0.779 -0.886 0.00
H 14.1036 15.3088 15.5569 -0.485 -0.397 -0.379 0.00
H 15.1688 13.6393 14.0211 -0.324 0.429 0.399 0.00
S 10.9913 12.4958 8.7306 -0.477 1.129 0.103 0.14
C 9.4862 11.5624 8.8899 0.252 0.101 -0.386 0.02
C 8.9516 11.0602 7.7161 -0.271 -0.642 -0.126 0.00
C 8.0720 10.0103 7.7590 -0.493 0.066 2.256 0.00
C 7.6016 9.5347 9.0297 0.945 1.151 -2.013 0.00
C 7.9973 10.1561 10.1852 0.216 -0.496 0.449 0.00
C 8.9492 11.1700 10.0919 0.727 0.331 0.847 -0.02
H 9.2644 11.4078 6.7574 0.342 0.362 -0.447 0.01
H 7.7764 9.5759 6.8463 -0.613 -0.591 -0.819 0.00
H 6.9644 8.7054 9.0412 -0.923 -1.077 0.130 0.00
H 7.6921 9.7013 11.1451 0.106 0.738 -0.492 0.00
H 9.4405 11.6023 10.9605 -0.388 -0.138 0.224 0.01


Record 3
54
Properties=species:S:1:pos:R:3:forces:R:3:nbo_charge:R:1 method="wB97M-V/def2-TZVPD" mol_weight_g_mol=531.70 e_tot_ev=-51686.0051 smiles="CCB1OB(CCCI)OB(CP(=O)(O)O)O1.c1ccncc1.c1ccncc1"
C -1.2346 5.2673 -0.0821 -0.060 -0.922 1.047 -0.61
C -2.5874 4.8320 0.7995 0.741 -0.074 -0.225 -0.78
B -1.9909 3.8494 2.0211 -0.466 0.607 -0.024 1.20
O -2.3448 4.0570 3.4515 2.615 -3.758 -1.919 -0.91
B -1.7796 2.8982 4.1925 -0.584 -0.342 0.286 1.24
C -1.0840 3.0169 5.7014 -0.035 -0.062 -0.271 -0.81
C -0.8879 4.5586 6.2249 -0.075 0.208 1.358 -0.44
C 0.7127 4.9916 6.2150 -0.442 -0.399 -2.151 -0.53
I 1.3226 5.9264 8.1480 -0.320 -0.526 -1.393 0.07
O -1.8537 1.5123 3.6167 1.502 2.806 -2.585 -0.92
B -1.3457 1.4912 2.2293 -0.117 1.364 0.979 1.19
C -1.0328 0.1237 1.3589 -0.100 0.030 1.065 -1.15
P -0.2020 0.4218 -0.3342 3.366 -4.363 -3.696 2.18
O 0.5740 -0.9161 -0.7917 -3.232 4.943 1.887 -1.07
O -1.4174 0.6944 -1.5977 1.729 1.582 3.191 -0.95
O 1.0174 1.6836 -0.3357 -2.740 -1.236 -0.957 -0.96
O -1.0562 2.7906 1.5908 -2.828 -0.901 2.243 -0.94
H -0.3558 5.2915 0.7164 -1.570 0.418 -2.054 0.21
H -1.3788 6.2784 -0.6553 0.422 -2.126 1.120 0.23
H -0.9993 4.3488 -0.7837 -0.351 2.146 1.206 0.21
H -3.2454 4.2001 0.0488 0.938 1.389 1.745 0.23
H -3.1574 5.7754 1.2217 1.062 -2.063 -0.982 0.25
H -0.0233 2.5070 5.6092 -2.083 0.871 0.238 0.25
H -1.7052 2.3323 6.4553 1.330 1.567 -1.565 0.27
H -1.2421 4.6662 7.3593 0.689 -0.453 -2.550 0.23
H -1.5657 5.3321 5.6260 1.718 -1.733 1.095 0.23
H 1.4366 4.0757 6.0105 -1.648 1.902 0.775 0.23
H 0.8865 5.7310 5.2962 -0.185 -1.320 2.368 0.23
H -2.0178 -0.5169 1.2186 2.074 1.341 -0.076 0.32
H -0.3018 -0.5551 1.9974 -1.308 1.327 -1.584 0.32
H -1.8486 1.5938 -1.4773 0.663 -1.400 -0.170 0.49
H 1.2899 1.9294 -1.2764 -0.690 -0.808 1.638 0.52
C -0.3667 -3.3983 -4.2300 0.034 0.042 -0.077 -0.17
C 0.1353 -2.2282 -3.6703 -0.186 -0.299 0.019 -0.27
C 0.7779 -1.3262 -4.5031 0.140 -0.104 -0.956 0.03
N 0.9494 -1.5186 -5.8293 -0.455 -0.652 0.537 -0.42
C 0.4529 -2.6645 -6.3438 0.381 0.792 0.234 0.02
C -0.2075 -3.6241 -5.5934 -0.003 0.048 0.235 -0.27
H -0.8776 -4.1284 -3.6090 0.064 0.077 -0.048 0.22
H 0.0285 -2.0232 -2.6112 0.085 0.074 -0.096 0.26
H 1.1842 -0.3969 -4.1143 -0.042 -0.096 0.046 0.19
H 0.6055 -2.7964 -7.4113 -0.035 -0.023 0.073 0.19
H -0.5877 -4.5258 -6.0600 0.034 0.075 0.000 0.22
C 2.2279 -6.0660 -3.4144 0.000 -0.007 -0.012 -0.17
C 2.4412 -5.2128 -2.3369 -0.031 -0.144 -0.206 -0.26
C 2.7402 -5.7736 -1.1056 0.086 -0.909 0.247 0.03
N 2.8333 -7.1039 -0.8886 -0.223 0.358 -0.917 -0.42
C 2.6194 -7.9071 -1.9532 0.159 0.456 0.796 0.03
C 2.3188 -7.4408 -3.2229 -0.016 0.278 0.007 -0.27
H 1.9927 -5.6631 -4.3952 0.019 -0.009 0.112 0.22
H 2.3766 -4.1369 -2.4531 -0.012 -0.080 0.024 0.23
H 2.9182 -5.1495 -0.2347 -0.028 -0.005 -0.093 0.20
H 2.6978 -8.9719 -1.7522 -0.008 0.071 -0.052 0.19
H 2.1586 -8.1323 -4.0424 0.019 0.040 0.084 0.22